No. 1
ORCA calculation (ωB97M-V/def2-TZVPD) on 6 unconnected molecules or ions with the total composition C3H16N2O7.

Positions of all 28 atoms, in Å:
C1 2.35777 -0.28398 -1.91489
C2 2.88212 -0.25058 -0.52185
O1 4.03975 -0.06841 -0.23583
N1 2.00447 -0.47170 0.58124
C3 0.63924 -0.66860 0.56657
N2 0.03539 -0.65878 1.78035
O2 -0.01382 -0.80518 -0.46945
H1 1.62745 0.51501 -2.02524
H2 1.89552 -1.23139 -2.17746
H3 3.17386 -0.10319 -2.61075
H4 2.44021 -0.37137 1.48305
H5 0.56644 -0.69761 2.63702
H6 -0.91307 -1.03995 1.85795
O3 -1.68810 1.34114 -1.15736
H7 -1.95977 1.73309 -0.30906
H8 -1.33859 0.46855 -0.87780
O4 -2.66499 -2.12103 1.83933
H9 -3.57502 -1.80310 1.89783
H10 -2.56549 -2.44844 0.90987
O5 -2.04643 -2.67783 -0.76215
H11 -2.58989 -2.36794 -1.48964
H12 -1.27908 -2.05927 -0.69072
O6 0.58854 2.76545 -0.67773
H13 -0.17500 2.27971 -1.09070
H14 0.66255 3.56868 -1.19153
O7 -1.06515 2.66254 1.57586
H15 -0.72138 1.92200 2.10072
H16 -0.31754 2.87217 0.97235

- HOMO-LUMO gap (eV) = 10.994
- E_HOMO (eV) = -10.7
- SMILES string = CC(=O)NC(N)=O.O.O.O.O.O
- ΔE to the lowest compared entry with this formula, charge and spin (eV) = 0.000


No. 2
ORCA calculation (ωB97M-V/def2-TZVPD) on 5 unconnected molecules or ions with the total composition C3H16NO4.

Positions of all 24 atoms, in Å:
C1 1.58897 -2.19923 -1.60382
C2 0.79194 -1.70370 -0.44780
C3 -0.04513 -0.70074 -0.68469
N1 -0.77589 -0.03238 0.41626
H1 0.99605 -2.65404 -2.42229
H2 2.35343 -1.54345 -1.96732
H3 2.06239 -3.13339 -1.20682
H4 0.71155 -2.24408 0.44374
H5 -0.22370 -0.34025 -1.84344
H6 -0.70102 0.99235 0.52105
H7 -1.69761 -0.33388 0.16665
H8 -0.58658 -0.48904 1.36617
H9 1.41815 0.29883 1.27097
H10 2.85935 0.41016 0.50288
O1 2.34973 -0.04917 1.25656
H11 -1.48315 -0.60933 3.35124
H12 -0.87704 -1.99003 3.45614
O2 -1.17531 -1.29451 2.83115
H13 -3.09062 2.03565 -2.08121
H14 -1.89118 2.83677 -1.42496
O3 -2.55802 2.18712 -1.25092
H15 0.71109 3.46711 -0.55494
H16 -0.63871 3.92569 0.02280
O4 -0.09868 3.16353 -0.11736

- HOMO-LUMO gap (alpha / beta) (eV) = 9.081 / 4.676
- E_HOMO (alpha / beta) (eV) = -18.0 / -18.0
- total charge = +2
- 2S+1 = 2
- expectation value of S² = 0.7561
- ΔE to the lowest compared entry with this formula, charge and spin (eV) = 2.007


No. 3
ORCA calculation (ωB97M-V/def2-TZVPD) on 5 unconnected molecules or ions with the total composition C3H16NO4.

Positions of all 24 atoms, in Å:
C1 -0.52445 -0.07410 2.69148
C2 1.07228 0.12110 2.41373
C3 2.46608 -1.67085 1.73543
N1 1.57855 -0.78970 1.44306
H1 -1.09482 0.02527 1.73752
H2 -0.47032 -1.04863 3.23279
H3 -0.92051 0.84459 3.19692
H4 1.34112 1.10360 1.94593
H5 1.70065 -0.02966 3.30072
H6 2.58667 -2.72024 1.32825
H7 2.90450 -1.53599 2.79332
H8 1.08750 -0.71232 0.48885
H9 -2.96654 2.22213 -3.04983
H10 -3.63685 3.20874 -2.09565
O1 -2.91740 2.65797 -2.22286
H11 -0.87743 -2.88130 -2.93415
H12 -0.16618 -1.77753 -3.81730
O2 -0.22840 -2.16996 -2.91926
H13 -0.23412 2.67369 -0.72338
H14 -1.48007 2.02021 -1.24366
O3 -0.78469 1.87149 -0.60701
H15 0.35180 -1.12061 -1.65435
H16 0.03954 0.30983 -0.94729
O4 0.51822 -0.52334 -0.83886

- HOMO-LUMO gap (alpha / beta) (eV) = 9.993 / 3.494
- E_HOMO (alpha / beta) (eV) = -18.4 / -18.3
- total charge = +2
- 2S+1 = 2
- expectation value of S² = 0.7566
- ΔE to the lowest compared entry with this formula, charge and spin (eV) = 2.628


No. 4
ORCA calculation (ωB97M-V/def2-TZVPD) on 5 unconnected molecules or ions with the total composition C3H16O4S.

Positions of all 24 atoms, in Å:
C1 2.04323 1.10033 0.46449
C2 0.72380 0.32294 0.79765
C3 0.99811 -1.19370 0.64276
S1 -0.31782 -2.09233 1.45203
H1 2.36370 1.74860 1.25098
H2 1.78198 1.83448 -0.30230
H3 2.87247 0.41058 0.22672
H4 0.51056 0.50705 1.87770
H5 -0.05934 0.69112 0.17808
H6 1.99958 -1.48727 0.90805
H7 1.14178 -1.49819 -0.41224
H8 -1.40429 -1.70910 0.72577
H9 -0.98130 -2.50608 -3.10705
H10 -0.52253 -3.03087 -1.78893
O1 -0.39407 -2.27345 -2.36964
H11 -2.82489 1.26008 -0.20346
H12 -1.49235 1.71866 -0.87212
O2 -2.21885 1.99811 -0.29874
H13 -0.22630 2.61554 1.16475
H14 0.19801 4.03406 0.82812
O3 0.49932 3.11293 0.74301
H15 -0.66817 -0.31014 -2.13707
H16 0.50716 0.69024 -2.08294
O4 -0.44954 0.61097 -1.92768

- HOMO-LUMO gap (alpha / beta) (eV) = 10.195 / 5.090
- E_HOMO (alpha / beta) (eV) = -14.0 / -14.0
- total charge = +1
- 2S+1 = 2
- expectation value of S² = 0.7533
- ΔE to the lowest compared entry with this formula, charge and spin (eV) = 0.843


No. 5
ORCA calculation (ωB97M-V/def2-TZVPD) on a molecular structure, C3H17MgO6.

Positions of all 27 atoms, in Å:
Mg1 -0.01055 0.66449 1.02699
C1 1.58439 -1.60295 -2.46082
C2 0.31006 -0.85849 -1.85648
C3 -0.92219 -1.87363 -2.00361
O1 0.36286 -0.54158 -0.48474
H1 2.51865 -1.11793 -2.17795
H2 1.45487 -1.39596 -3.52312
H3 1.62024 -2.68384 -2.32484
H4 0.00527 -0.09407 -2.57123
H5 -0.74255 -2.77282 -1.41431
H6 -1.05281 -2.35728 -2.97165
H7 -1.90795 -1.59882 -1.62828
O2 -0.52714 1.90065 2.53230
H8 -0.74814 2.83064 2.58235
H9 -0.70563 1.56397 3.41037
O3 -1.35272 1.85443 -0.31095
H10 -2.27457 2.02753 -0.11999
H11 -1.20941 2.24269 -1.17405
O4 1.29325 2.07868 0.79454
H12 1.94890 2.34023 1.44103
H13 1.42270 2.68286 0.06349
O5 1.23140 -0.35172 2.29876
H14 1.59479 0.07790 3.07310
H15 1.68193 -1.19531 2.25871
O6 -1.58054 -0.37638 1.69746
H16 -2.31544 -0.78172 1.23718
H17 -1.67956 -0.66158 2.60580

- HOMO-LUMO gap (alpha / beta) (eV) = 11.508 / 8.052
- E_HOMO (alpha / beta) (eV) = -18.1 / -17.8
- total charge = +2
- 2S+1 = 2
- expectation value of S² = 0.7548


No. 6
ORCA calculation (ωB97M-V/def2-TZVPD) on 5 unconnected molecules or ions with the total composition C3H17N2O5.

Positions of all 27 atoms, in Å:
N1 0.28979 -1.07561 0.62257
C1 -0.08619 0.17416 -0.14899
C2 1.14735 0.43863 -0.97426
N2 1.20771 1.48843 -1.81237
C3 0.05641 2.36779 -2.00476
O1 2.10523 -0.32513 -0.86910
H1 -0.49912 -1.14046 1.26955
H2 1.21677 -0.86091 1.01975
H3 0.27445 -1.92804 0.06701
H4 -0.92657 -0.20505 -0.73220
H5 -0.50013 1.03065 0.36068
H6 2.06649 1.56452 -2.33292
H7 0.03196 3.05545 -1.15287
H8 -0.82093 1.74528 -2.11736
H9 0.16359 3.04660 -2.84245
H10 -0.65499 -3.04903 -2.63529
H11 -1.84195 -2.12810 -2.28589
O2 -1.11833 -2.63043 -1.90553
H12 -0.58744 1.55731 3.07313
H13 0.03680 0.13224 3.25870
O3 -0.39029 0.72396 2.63682
H14 -3.05203 0.02421 0.21615
H15 -3.32996 -1.43902 0.70578
O4 -2.70652 -0.86595 0.27739
H16 3.15932 -0.23205 2.20735
H17 2.30608 -0.71004 3.51711
O5 2.45248 -0.75940 2.58199

- HOMO-LUMO gap (eV) = 10.355
- E_HOMO (eV) = -13.1
- total charge = +1
- ΔE to the lowest compared entry with this formula, charge and spin (eV) = 0.560


Number 1: E_tot -20685.8343 eV. Number 2: E_tot -13029.4480 eV. Number 3: E_tot -13028.8267 eV. Number 4: E_tot -22386.2389 eV. Number 5: E_tot -21103.3682 eV. Number 6: E_tot -16598.9478 eV.